{"formula": "C21H56FNO10S", "method": "ωB97M-V/def2-TZVPD", "elements": ["N", "C", "C", "O", "S", "O", "O", "C", "C", "C", "C", "C", "F", "H", "H", "H", "H", "H", "H", "H", "H", "H", "H", "H", "H", "H", "H", "C", "C", "O", "H", "H", "H", "H", "H", "H", "C", "C", "O", "H", "H", "H", "H", "H", "H", "C", "C", "O", "H", "H", "H", "H", "H", "H", "C", "C", "O", "H", "H", "H", "H", "H", "H", "C", "C", "O", "H", "H", "H", "H", "H", "H", "C", "C", "O", "H", "H", "H", "H", "H", "H", "C", "C", "O", "H", "H", "H", "H", "H", "H"], "xyz": [[3.28123, -0.92236, 0.99319], [2.74781, 0.03411, 1.96711], [1.23950, 0.08014, 2.03468], [0.76898, 0.55357, 0.73865], [-0.76686, 0.77280, 0.44017], [-0.99570, 0.13099, -0.82223], [-1.04372, 2.17361, 0.57130], [-1.69378, -0.10904, 1.70375], [-0.91219, -0.77126, 2.84871], [0.49466, -1.19662, 2.42111], [0.46398, -2.28651, 1.32672], [0.97334, -3.64360, 1.77494], [-0.10897, -4.45873, 2.18330], [4.18467, -0.60311, 0.66192], [2.69220, -0.91367, 0.16606], [3.10739, 1.05370, 1.80948], [3.06867, -0.25994, 2.97248], [0.99988, 0.85451, 2.77223], [-2.40298, 0.62565, 2.08092], [-2.25351, -0.83095, 1.10814], [-0.81919, -0.05608, 3.66916], [-1.48614, -1.60902, 3.24305], [1.02192, -1.59586, 3.29278], [1.01462, -1.98536, 0.43931], [-0.56444, -2.44233, 0.98721], [1.48420, -4.17990, 0.97476], [1.64012, -3.57705, 2.63763], [-3.78389, -2.89032, 7.08085], [-3.05152, -3.20311, 5.79300], [-2.00119, -2.27234, 5.52044], [-4.20066, -1.88302, 7.05199], [-4.59766, -3.59967, 7.23729], [-3.11159, -2.95635, 7.94005], [-3.71992, -3.13511, 4.93583], [-2.65502, -4.22197, 5.80482], [-1.35445, -2.32355, 6.23184], [2.37566, 5.08852, 3.24387], [1.95669, 3.63393, 3.29668], [3.04451, 2.76119, 3.60002], [3.16507, 5.23091, 2.50582], [1.52926, 5.72191, 2.97578], [2.74986, 5.42122, 4.21508], [1.58787, 3.30739, 2.32282], [1.14517, 3.49535, 4.01966], [3.40009, 3.00253, 4.46185], [-1.27508, 1.09378, -4.11671], [-1.78194, -0.31043, -4.38032], [-0.82484, -1.30039, -4.01752], [-0.35302, 1.27193, -4.67343], [-2.01259, 1.84131, -4.41614], [-1.06531, 1.22879, -3.05393], [-1.98478, -0.46219, -5.44053], [-2.71321, -0.47997, -3.83160], [-0.64379, -1.18747, -3.07637], [1.96751, 3.47160, -3.50373], [2.38791, 3.30071, -4.94871], [3.64037, 2.62701, -5.07255], [2.72310, 4.02824, -2.94871], [1.02015, 4.00878, -3.43995], [1.83161, 2.50050, -3.02039], [2.53755, 4.26654, -5.43003], [1.61700, 2.76377, -5.51143], [3.55793, 1.74919, -4.68608], [-4.35960, 0.49608, -1.83890], [-5.05412, 1.52871, -0.97468], [-4.41013, 1.59039, 0.30095], [-4.39621, -0.48631, -1.36623], [-4.81342, 0.42359, -2.82954], [-3.30988, 0.76978, -1.96513], [-6.09705, 1.27430, -0.78960], [-5.02799, 2.51150, -1.45703], [-3.49372, 1.80753, 0.09240], [-1.57307, -7.33774, 3.54291], [-2.72534, -6.66780, 2.81845], [-2.82448, -5.28383, 3.12063], [-1.67920, -7.21434, 4.62163], [-1.53980, -8.40489, 3.31648], [-0.62158, -6.89650, 3.23951], [-3.67664, -7.10331, 3.12666], [-2.63007, -6.81779, 1.73703], [-2.00182, -4.85990, 2.84843], [4.32932, 3.27885, -8.96010], [5.23213, 4.30278, -8.29725], [4.82187, 4.61035, -6.97500], [3.29931, 3.63685, -8.97722], [4.64857, 3.08376, -9.98542], [4.35081, 2.33435, -8.41201], [5.20164, 5.24728, -8.84198], [6.27117, 3.95281, -8.30725], [4.83680, 3.79661, -6.45378]], "mulliken_charge": [-0.560, -1.112, -0.454, -0.311, 1.001, -0.503, -0.685, -0.856, -1.307, 0.567, -0.712, -0.723, -0.268, 0.328, 0.210, 0.393, 0.334, 0.457, 0.589, 0.471, 0.574, 0.180, 0.905, 0.351, 0.383, 0.270, 0.296, -1.206, -0.006, -0.438, 0.304, 0.352, 0.345, 0.253, 0.179, 0.247, -1.255, 0.084, -0.479, 0.317, 0.345, 0.350, 0.188, 0.234, 0.276, -0.472, -0.136, -0.580, 0.125, 0.359, -0.072, 0.381, 0.092, 0.309, -1.001, -0.092, -0.577, 0.373, 0.315, 0.200, 0.328, 0.201, 0.284, -0.523, -0.412, -0.487, 0.232, 0.436, -0.083, 0.318, 0.284, 0.234, -0.956, -0.246, -0.452, 0.235, 0.371, 0.229, 0.310, 0.272, 0.302, -0.986, -0.239, -0.476, 0.243, 0.358, 0.291, 0.281, 0.267, 0.251], "homo_energy_ev": -9.83, "lumo_ev": 0.3, "gap_ha": 0.374}